Below is a 17-piece molecular cluster, C28H90O28 overall at a distorted geometry, with properties calculated with ωB97M-V/def2-TZVPD.

Bonds (Å) are listed after each position.
Geometry (Å):
1 C 15.443 8.897 7.390  O2 1.424, H3 1.090, H4 1.090, H5 1.090
2 O 15.753 10.091 6.678  C1 1.424, H6 0.960
3 H 16.084 8.680 8.245  C1 1.090
4 H 14.403 8.956 7.709  C1 1.090
5 H 15.615 8.028 6.755  C1 1.090
6 H 16.614 9.880 6.311  O2 0.960
7 C 16.398 13.302 7.945  O8 1.432, H9 1.090, H10 1.090, H11 1.090
8 O 15.148 12.671 7.641  C7 1.432, H12 0.960
9 H 16.820 13.009 8.906  C7 1.090
10 H 17.034 12.982 7.119  C7 1.090
11 H 16.329 14.389 7.934  C7 1.090
12 H 15.300 11.752 7.407  O8 0.960
13 C 12.721 8.560 10.136  O14 1.411, H15 1.090, H16 1.090, H17 1.090
14 O 13.931 7.986 10.581  C13 1.411, H18 0.960
15 H 12.434 9.214 10.960  C13 1.090
16 H 12.718 9.171 9.233  C13 1.090
17 H 11.927 7.814 10.152  C13 1.090
18 H 13.871 7.907 11.536  O14 0.960
19 C 16.892 12.048 15.142  O20 1.425, H21 1.090, H22 1.090, H23 1.090
20 O 17.075 13.373 14.651  C19 1.425, H24 0.960
21 H 17.623 11.339 14.752  C19 1.090
22 H 16.903 12.172 16.225  C19 1.090
23 H 15.932 11.653 14.812  C19 1.090
24 H 17.902 13.599 15.084  O20 0.960
25 C 12.198 11.014 6.509  O26 1.370, H27 1.090, H28 1.090, H29 1.090
26 O 10.915 10.653 6.826  C25 1.370, H30 0.960
27 H 12.143 12.008 6.065  C25 1.090
28 H 12.982 10.851 7.249  C25 1.090
29 H 12.502 10.324 5.722  C25 1.090
30 H 10.459 10.509 5.994  O26 0.960
31 C 14.754 11.818 11.419  O32 1.400, H33 1.090, H34 1.090, H35 1.090
32 O 14.043 13.022 11.346  C31 1.400, H36 0.960
33 H 14.933 11.378 10.438  C31 1.090
34 H 15.739 11.873 11.882  C31 1.090
35 H 14.151 11.124 12.004  C31 1.090
36 H 14.661 13.755 11.291  O32 0.960
37 C 8.537 9.900 11.826  C38 1.524, O40 1.433, H41 1.090, H42 1.090
38 C 9.305 10.036 13.134  C37 1.524, O39 1.433, H43 1.090, H44 1.090
39 O 10.654 10.500 12.989  C38 1.433, H45 0.960
40 O 8.119 11.088 11.142  C37 1.433, H46 0.960
41 H 7.641 9.326 12.062  C37 1.090
42 H 9.109 9.320 11.102  C37 1.090
43 H 9.405 9.080 13.648  C38 1.090
44 H 8.681 10.774 13.638  C38 1.090
45 H 10.640 11.266 12.411  O39 0.960
46 H 8.779 11.399 10.519  O40 0.960
47 C 10.692 13.492 10.668  C48 1.532, O50 1.391, H51 1.090, H52 1.090
48 C 10.799 12.780 9.315  C47 1.532, O49 1.414, H53 1.090, H54 1.090
49 O 9.830 11.764 9.148  C48 1.414, H55 0.960
50 O 11.321 12.760 11.669  C47 1.391, H56 0.960
51 H 9.631 13.665 10.848  C47 1.090
52 H 11.145 14.483 10.634  C47 1.090
53 H 11.788 12.395 9.066  C48 1.090
54 H 10.648 13.505 8.515  C48 1.090
55 H 10.068 11.205 8.404  O49 0.960
56 H 12.229 13.067 11.728  O50 0.960
57 C 15.522 8.597 14.438  C58 1.589, O60 1.402, H61 1.090, H62 1.090
58 C 14.818 7.291 13.870  C57 1.589, O59 1.383, H63 1.090, H64 1.090
59 O 13.553 7.490 13.349  C58 1.383, H65 0.960
60 O 14.802 9.097 15.533  C57 1.402, H66 0.960
61 H 15.694 9.353 13.672  C57 1.090
62 H 16.515 8.348 14.811  C57 1.090
63 H 14.659 6.563 14.665  C58 1.090
64 H 15.525 6.752 13.238  C58 1.090
65 H 12.942 7.602 14.081  O59 0.960
66 H 14.013 9.560 15.242  O60 0.960
67 C 13.288 12.665 16.181  C68 1.542, O70 1.447, H71 1.090, H72 1.090
68 C 12.874 12.118 14.799  C67 1.542, O69 1.388, H73 1.090, H74 1.090
69 O 12.698 10.742 14.765  C68 1.388, H75 0.960
70 O 12.229 12.420 17.137  C67 1.447, H76 0.960
71 H 13.305 13.755 16.166  C67 1.090
72 H 14.133 12.140 16.627  C67 1.090
73 H 13.638 12.367 14.062  C68 1.090
74 H 11.972 12.568 14.385  C68 1.090
75 H 11.993 10.633 14.123  O69 0.960
76 H 12.121 11.467 17.166  O70 0.960
77 C 18.349 18.765 9.600  C78 1.509, O80 1.428, H81 1.090, H82 1.090
78 C 17.342 17.696 9.254  C77 1.509, O79 1.431, H83 1.090, H84 1.090
79 O 17.704 16.409 9.762  C78 1.431, H85 0.960
80 O 19.657 18.471 9.110  C77 1.428, H86 0.960
81 H 18.397 18.913 10.679  C77 1.090
82 H 18.044 19.688 9.107  C77 1.090
83 H 17.089 17.582 8.199  C78 1.090
84 H 16.387 17.934 9.722  C78 1.090
85 H 18.392 15.976 9.251  O79 0.960
86 H 20.004 17.795 9.696  O80 0.960
87 C 19.774 13.659 12.274  C88 1.544, O90 1.448, H91 1.090, H92 1.090
88 C 18.628 13.037 11.447  C87 1.544, O89 1.439, H93 1.090, H94 1.090
89 O 19.190 11.850 10.858  C88 1.439, H95 0.960
90 O 20.833 14.180 11.435  C87 1.448, H96 0.960
91 H 20.218 13.049 13.061  C87 1.090
92 H 19.227 14.459 12.773  C87 1.090
93 H 18.422 13.809 10.706  C88 1.090
94 H 17.763 12.923 12.100  C88 1.090
95 H 18.759 11.119 11.307  O89 0.960
96 H 21.139 13.376 11.009  O90 0.960
97 C 13.222 15.456 7.864  C98 1.485, O100 1.383, H101 1.090, H102 1.090
98 C 12.073 16.388 7.735  C97 1.485, O99 1.423, H103 1.090, H104 1.090
99 O 12.438 17.509 6.938  C98 1.423, H105 0.960
100 O 13.230 14.519 6.847  C97 1.383, H106 0.960
101 H 13.144 14.725 8.669  C97 1.090
102 H 14.223 15.884 7.915  C97 1.090
103 H 11.822 16.757 8.730  C98 1.090
104 H 11.220 15.880 7.287  C98 1.090
105 H 11.605 17.961 6.783  O99 0.960
106 H 13.890 13.865 7.089  O100 0.960
107 C 10.816 15.813 14.088  C108 1.621, O110 1.434, H111 1.090, H112 1.090
108 C 9.942 16.232 12.788  C107 1.621, O109 1.415, H113 1.090, H114 1.090
109 O 10.767 16.791 11.784  C108 1.415, H115 0.960
110 O 11.546 16.976 14.498  C107 1.434, H116 0.960
111 H 11.478 14.980 13.852  C107 1.090
112 H 10.127 15.463 14.857  C107 1.090
113 H 9.059 16.820 13.037  C108 1.090
114 H 9.583 15.285 12.386  C108 1.090
115 H 11.042 17.678 12.030  O109 0.960
116 H 10.988 17.617 14.944  O110 0.960
117 C 20.905 11.641 7.578  C118 1.524, O120 1.473, H121 1.090, H122 1.090
118 C 22.013 11.399 8.596  C117 1.524, O119 1.415, H123 1.090, H124 1.090
119 O 22.225 12.558 9.381  C118 1.415, H125 0.960
120 O 19.528 11.623 8.102  C117 1.473, H126 0.960
121 H 21.020 10.874 6.811  C117 1.090
122 H 20.992 12.589 7.048  C117 1.090
123 H 22.922 11.134 8.056  C118 1.090
124 H 21.826 10.580 9.291  C118 1.090
125 H 22.341 13.290 8.771  O119 0.960
126 H 19.506 11.816 9.042  O120 0.960
127 C 18.483 8.663 10.011  C128 1.576, O130 1.427, H131 1.090, H132 1.090
128 C 17.259 9.067 10.918  C127 1.576, O129 1.431, H133 1.090, H134 1.090
129 O 17.723 9.830 12.036  C128 1.431, H135 0.960
130 O 19.388 7.856 10.764  C127 1.427, H136 0.960
131 H 19.090 9.505 9.680  C127 1.090
132 H 18.194 8.168 9.084  C127 1.090
133 H 16.786 8.170 11.317  C128 1.090
134 H 16.499 9.579 10.329  C128 1.090
135 H 18.329 9.322 12.580  O129 0.960
136 H 18.904 7.079 11.053  O130 0.960
137 C 15.475 16.154 12.174  C138 1.533, O140 1.389, H141 1.090, H142 1.090
138 C 14.819 15.787 13.510  C137 1.533, O139 1.420, H143 1.090, H144 1.090
139 O 15.715 15.779 14.612  C138 1.420, H145 0.960
140 O 16.207 15.111 11.620  C137 1.389, H146 0.960
141 H 16.058 17.073 12.244  C137 1.090
142 H 14.629 16.438 11.549  C137 1.090
143 H 14.347 14.804 13.532  C138 1.090
144 H 14.042 16.498 13.790  C138 1.090
145 H 16.179 14.942 14.544  O139 0.960
146 H 16.698 15.471 10.878  O140 0.960

Total charge ... 0

***

Below is a 13-piece molecular cluster, C29H16Cl49NO2S overall at a distorted geometry, with properties calculated with ωB97M-V/def2-TZVPD.

Bonds (Å) are listed after each position.
Geometry (Å):
1 O 6.160 -1.741 -1.739  C2 1.195
2 C 5.313 -1.093 -1.199  O1 1.195, Cl3 1.804, C4 1.567
3 Cl 4.221 -1.834 0.030  C2 1.804
4 C 5.223 0.426 -1.573  C2 1.567, C5 1.579, H23 1.122, H24 1.131
5 C 3.913 1.138 -1.052  C4 1.579, C6 1.478, C10 1.473
6 C 3.917 1.525 0.374  C5 1.478, C7 1.458, H25 1.113
7 C 2.739 2.218 0.880  C6 1.458, C8 1.456, H26 1.121
8 C 1.602 2.474 0.007  C7 1.456, C9 1.481, S22 1.831
9 C 1.550 2.073 -1.418  C8 1.481, C10 1.482, N11 1.456
10 C 2.768 1.407 -1.938  C5 1.473, C9 1.482, H27 1.123
11 N 0.386 2.310 -2.260  C9 1.456, C12 1.454, H28 1.027
12 C -0.841 1.880 -1.610  N11 1.454, C13 1.481, C21 1.480
13 C -1.841 1.022 -2.287  C12 1.481, C14 1.467, H29 1.123
14 C -3.074 0.590 -1.619  C13 1.467, C15 1.583, C19 1.477
15 C -4.148 -0.328 -2.332  C14 1.583, C16 1.604, H30 1.129, H31 1.117
16 C -5.388 0.625 -2.688  C15 1.604, C17 1.574, H32 1.126, H33 1.121
17 C -6.428 0.795 -1.519  C16 1.574, O18 1.458, H34 1.128, H35 1.121
18 O -6.318 2.092 -0.863  C17 1.458, H36 0.973
19 C -3.392 1.007 -0.238  C14 1.477, C20 1.458, H37 1.111
20 C -2.420 1.856 0.439  C19 1.458, C21 1.460, H38 1.117
21 C -1.189 2.271 -0.226  C12 1.480, C20 1.460, S22 1.832
22 S 0.080 3.299 0.605  C8 1.831, C21 1.832
23 H 5.263 0.605 -2.680  C4 1.122
24 H 6.079 0.966 -1.069  C4 1.131
25 H 4.757 1.315 1.073  C6 1.113
26 H 2.643 2.554 1.945  C7 1.121
27 H 2.802 1.097 -3.018  C10 1.123
28 H 0.536 1.777 -3.125  N11 1.027
29 H -1.613 0.689 -3.334  C13 1.123
30 H -4.449 -1.082 -1.548  C15 1.129
31 H -3.757 -0.794 -3.269  C15 1.117
32 H -4.973 1.633 -2.969  C16 1.126
33 H -5.896 0.213 -3.599  C16 1.121
34 H -6.289 0.032 -0.700  C17 1.128
35 H -7.457 0.766 -1.963  C17 1.121
36 H -6.256 1.927 0.095  O18 0.973
37 H -4.305 0.682 0.306  C19 1.111
38 H -2.570 2.224 1.484  C20 1.117
39 C 9.333 0.918 0.433  Cl40 1.771, Cl41 1.772, Cl42 1.770, Cl43 1.775
40 Cl 10.084 -0.246 1.537  C39 1.771
41 Cl 9.914 2.549 0.808  C39 1.772
42 Cl 9.749 0.507 -1.237  C39 1.770
43 Cl 7.569 0.859 0.621  C39 1.775
44 C -7.560 -1.977 1.964  Cl45 1.773, Cl46 1.775, Cl47 1.774, Cl48 1.773
45 Cl -8.746 -1.545 0.718  C44 1.773
46 Cl -6.273 -0.755 2.004  C44 1.775
47 Cl -8.357 -2.044 3.547  C44 1.774
48 Cl -6.859 -3.560 1.584  C44 1.773
49 C -4.440 -6.986 2.502  Cl50 1.774, Cl51 1.773, Cl52 1.773, Cl53 1.772
50 Cl -3.178 -7.623 3.574  C49 1.774
51 Cl -5.814 -6.424 3.470  C49 1.773
52 Cl -3.786 -5.633 1.562  C49 1.773
53 Cl -4.978 -8.266 1.400  C49 1.772
54 C -6.473 -7.958 7.349  Cl55 1.773, Cl56 1.770, Cl57 1.781, Cl58 1.773
55 Cl -8.013 -8.299 6.539  C54 1.773
56 Cl -5.209 -7.727 6.132  C54 1.770
57 Cl -6.643 -6.487 8.337  C54 1.781
58 Cl -6.042 -9.322 8.397  C54 1.773
59 C -2.689 -4.333 7.628  Cl60 1.773, Cl61 1.774, Cl62 1.774, Cl63 1.774
60 Cl -1.655 -4.717 9.016  C59 1.773
61 Cl -2.923 -2.578 7.533  C59 1.774
62 Cl -1.917 -4.908 6.138  C59 1.774
63 Cl -4.261 -5.132 7.823  C59 1.774
64 C 2.656 7.041 0.089  Cl65 1.773, Cl66 1.774, Cl67 1.774, Cl68 1.774
65 Cl 1.088 7.791 0.441  C64 1.773
66 Cl 3.740 7.267 1.474  C64 1.774
67 Cl 2.435 5.306 -0.214  C64 1.774
68 Cl 3.365 7.801 -1.348  C64 1.774
69 C -11.677 -3.932 1.961  Cl70 1.773, Cl71 1.773, Cl72 1.773, Cl73 1.774
70 Cl -11.639 -2.165 2.101  C69 1.773
71 Cl -12.694 -4.604 3.248  C69 1.773
72 Cl -12.344 -4.386 0.382  C69 1.773
73 Cl -10.030 -4.575 2.111  C69 1.774
74 C -0.059 6.751 4.200  Cl75 1.773, Cl76 1.775, Cl77 1.773, Cl78 1.770
75 Cl 1.128 7.958 4.729  C74 1.773
76 Cl -0.461 5.678 5.556  C74 1.775
77 Cl -1.527 7.572 3.642  C74 1.773
78 Cl 0.622 5.796 2.874  C74 1.770
79 C 8.984 -0.343 -5.358  Cl80 1.774, Cl81 1.771, Cl82 1.772, Cl83 1.774
80 Cl 9.106 1.421 -5.223  C79 1.774
81 Cl 8.041 -0.975 -4.000  C79 1.771
82 Cl 8.186 -0.764 -6.883  C79 1.772
83 Cl 10.611 -1.051 -5.329  C79 1.774
84 C 9.500 -0.428 -10.643  Cl85 1.773, Cl86 1.776, Cl87 1.772, Cl88 1.773
85 Cl 9.479 1.297 -11.051  C84 1.773
86 Cl 7.865 -0.946 -10.183  C84 1.776
87 Cl 10.040 -1.362 -12.050  C84 1.772
88 Cl 10.614 -0.701 -9.291  C84 1.773
89 C 2.888 6.702 8.573  Cl90 1.773, Cl91 1.773, Cl92 1.773, Cl93 1.774
90 Cl 1.568 5.979 7.635  C89 1.773
91 Cl 4.245 7.069 7.493  C89 1.773
92 Cl 2.319 8.199 9.335  C89 1.773
93 Cl 3.420 5.566 9.826  C89 1.774
94 C 4.070 -3.179 -9.776  Cl95 1.773, Cl96 1.772, Cl97 1.772, Cl98 1.772
95 Cl 5.271 -2.224 -8.886  C94 1.773
96 Cl 2.674 -3.493 -8.731  C94 1.772
97 Cl 3.545 -2.278 -11.210  C94 1.772
98 Cl 4.793 -4.717 -10.277  C94 1.772

Total charge ... 0

***

It is found that the frontier orbital gap values, taken in the order of the records, are 0.351, 0.288 Ha.